# 1
# C7H16N2O2

C7H16N2O2 in the gas phase at a distorted geometry (the ωB97M-V functional and the def2-TZVPD basis, OMol25).

Lowest unoccupied orbital energy = 0.9 eV
SMILES = CCCN(N=O)[C@H](CC)OC
Max |F| = 4.6 eV/A
Energy above the lowest of the compared OMol25 structures with the same formula, charge and spin = 95.85 kcal per mole
Highest occupied orbital energy = -8.88 eV

Last column: Mulliken charge in e.
Element x y z (Å)
O -2.2778 1.5070 2.6791  -0.43
O 0.9532 1.9497 0.9690  -0.45
N -0.8332 0.4496 1.2854  0.98
N -1.8591 0.4682 2.1972  -0.27
C -2.1649 1.4808 -1.2243  -1.03
C -0.4783 -3.0240 0.7179  -1.61
C -0.6053 1.5923 -0.8948  -0.80
C 0.1202 -0.6592 1.2986  -0.83
C 1.0209 2.5725 2.2844  -0.73
C -0.2664 -1.5884 0.1473  0.09
C -0.4197 1.7363 0.6164  -0.35
H -1.0561 2.5878 0.9429  0.69
H -2.4997 0.4693 -0.8842  0.21
H -2.3616 1.5792 -2.2563  0.41
H 0.0270 0.7762 -1.2684  0.22
H 1.1094 1.8401 3.0981  0.26
H 0.3756 -1.5024 -0.8259  0.30
H 0.1043 3.1045 2.5063  0.32
H 1.1062 -0.3405 1.1114  0.33
H 0.1517 -1.1031 2.3316  0.44
H -0.6478 -3.6507 -0.1231  0.44
H -1.2485 -1.3310 -0.2414  0.03
H -1.2179 -2.9954 1.4029  0.46
H 1.8293 3.3184 2.4127  0.28
H -0.2094 2.5258 -1.2050  0.42
H 0.4210 -3.3749 1.2492  0.34
H -2.7319 2.2763 -0.6599  0.29

=====

# 2
# C7H16N2O2

2 unconnected molecules or ions with the total composition C7H16N2O2 at a distorted geometry (the ωB97M-V functional and the def2-TZVPD basis, OMol25).

Lowest unoccupied orbital energy = 0.8 eV
SMILES = CCN(C)C(C)=O.CC(N)=O
Max |F| = 5.1 eV/A
Energy above the lowest of the compared OMol25 structures with the same formula, charge and spin = 64.39 kcal per mole
Highest occupied orbital energy = -9.07 eV

Last column: Mulliken charge in e.
Element x y z (Å)
O 1.8922 -1.2639 0.2472  -0.61
O -1.8976 0.1254 -1.3640  -0.63
N -1.0312 1.4919 0.2137  0.05
N 0.7484 -2.8633 -0.9438  -0.37
C -1.8232 0.4195 -0.1869  0.75
C 0.3517 0.7109 2.1872  -0.98
C -0.0698 1.8659 -0.8566  -0.83
C -0.3312 1.9275 1.4480  -0.66
C -2.5969 -0.3019 0.8596  -1.04
C 1.5555 -1.7762 -0.8211  0.77
C 2.0445 -1.1623 -2.0718  -0.92
H -3.6450 -0.0821 0.7207  0.31
H -2.6926 -1.4201 0.7888  0.26
H 1.4530 0.6731 2.1308  0.35
H 0.5361 2.4793 1.2031  0.40
H -2.2578 -0.0238 1.8734  0.27
H 0.4982 -3.0254 -1.8812  0.17
H 0.2904 -0.3883 2.0012  0.28
H -0.9074 2.2349 2.3155  0.44
H 0.1164 1.0580 -1.6708  -0.01
H -0.4710 2.7681 -1.2895  0.33
H 0.3706 0.8405 3.3618  0.28
H 3.0146 -0.6004 -2.0381  0.26
H 0.5281 -3.4776 -0.2083  0.21
H 1.1855 1.8328 -0.5252  0.32
H 1.2592 -0.4093 -2.4406  0.17
H 1.8790 -1.6332 -3.0530  0.40

=====

# 3
# C7H16N4

2 unconnected molecules or ions with the total composition C7H16N4 at a distorted geometry (the ωB97M-V functional and the def2-TZVPD basis, OMol25).

Lowest unoccupied orbital energy = -7.8 eV
Charge = +2
Max |F| = 5.7 eV/A
Energy above the lowest of the compared OMol25 structures with the same formula, charge and spin = 88.45 kcal per mole
Highest occupied orbital energy = -16.11 eV

Last column: Mulliken charge in e.
Element x y z (Å)
N 1.4858 -1.1477 1.9150  -0.28
N -1.9232 0.8207 -1.1849  0.07
N -2.9938 0.2792 -1.3311  -0.26
N 1.7092 -4.9067 2.6399  -0.19
C 3.0299 -0.8850 0.1856  -1.10
C -1.6924 2.1800 -1.4650  0.56
C -2.7957 3.0143 -2.0811  -1.34
C -1.1283 2.6516 0.0027  -0.83
C 2.2295 -3.9677 2.2059  0.28
C 2.5493 -1.7121 1.3600  1.08
C 2.8827 -3.0937 1.5110  -0.71
H 3.8222 -3.4607 1.0177  0.36
H -0.5926 3.5336 -0.3011  0.36
H -3.1486 -0.7848 -1.2631  0.30
H 1.1144 -0.3222 1.5189  0.07
H 1.0042 -1.5407 2.6269  0.20
H -2.3665 4.0040 -2.5758  0.35
H -0.6931 1.8866 -2.0837  0.24
H -0.3347 1.8978 0.4041  0.08
H -3.5362 3.3326 -1.3559  0.38
H -1.9366 2.8983 0.6478  0.40
H 3.6838 -0.0705 0.6039  0.34
H 3.6042 -1.4356 -0.5957  0.34
H -3.9802 0.5545 -1.4947  0.29
H 2.1446 -0.4055 -0.3341  0.26
H -3.3280 2.4118 -2.8917  0.42
H 1.1899 -5.7321 2.3186  0.36

=====

# 4
# C7H16N4O2S

3 unconnected molecules or ions with the total composition C7H16N4O2S at a distorted geometry (the ωB97M-V functional and the def2-TZVPD basis, OMol25).

Lowest unoccupied orbital energy = -7.3 eV
Charge = +2
Max |F| = 4.7 eV/A
Energy above the lowest of the compared OMol25 structures with the same formula, charge and spin = 6.68 kcal per mole
Highest occupied orbital energy = -14.71 eV

Last column: Mulliken charge in e.
Element x y z (Å)
S -1.2331 -0.4270 -7.9269  0.24
O -2.6603 -0.3272 -7.4594  -0.41
O -3.4175 1.9995 -7.0454  -0.74
N -1.8058 -2.7171 -6.5913  0.04
N -1.1653 -3.7500 -6.3755  -0.35
N 0.8670 -4.7509 -7.0513  -0.26
N 0.2247 -2.6704 -7.7463  -0.47
C 2.3902 0.5909 6.5478  -1.20
C 1.2892 1.5756 6.7716  0.96
C 1.0700 2.1484 8.0701  -1.27
C -0.8923 -1.9537 -7.4865  0.56
C 0.0351 -3.7612 -7.1242  0.55
C 0.6853 1.2216 4.3386  -1.58
C 0.5516 1.9929 5.6642  -0.25
H 0.0390 2.6386 8.1160  0.35
H 0.6640 0.2323 4.6779  0.42
H 2.4855 0.1289 7.5080  0.39
H -0.5451 1.8186 5.8922  0.40
H -3.0784 0.5708 -7.2261  0.52
H 3.2558 1.0576 6.3044  0.41
H 0.8961 1.4348 8.9727  0.41
H 1.6157 1.5350 4.0065  0.41
H -4.0468 2.2304 -6.2304  0.40
H 1.7608 2.9158 8.3850  0.35
H 1.7819 -4.6134 -7.4059  0.27
H 0.5605 3.1596 5.6162  0.43
H 0.5663 -5.6397 -6.6720  0.29
H -4.0230 2.0412 -7.8305  0.38
H -0.0797 1.4021 3.6543  0.42
H 2.2088 -0.0844 5.6463  0.37

=====

# 5
# C7H16N4Si

C7H16N4Si in the gas phase at a distorted geometry (the ωB97M-V functional and the def2-TZVPD basis, OMol25).

Lowest unoccupied orbital energy = 0.5 eV
SMILES = CN[Si](NC)(NC)[C@H]1C=CN=C1
Max |F| = 3.5 eV/A
Energy above the lowest of the compared OMol25 structures with the same formula, charge and spin = 0.00 kcal per mole
Highest occupied orbital energy = -8.72 eV

Last column: Mulliken charge in e.
Element x y z (Å)
Si 0.1162 0.4091 -0.1356  -0.15
N 1.3497 1.6299 -0.5848  -0.30
N -1.3287 0.8045 0.6251  0.02
N -0.3960 -0.2392 -1.6740  -0.16
N 1.8711 -2.9275 1.5987  -0.61
C 0.4292 -1.2090 2.3442  -0.86
C 0.8610 -2.4921 2.4975  -0.44
C 1.1675 2.9607 -1.1533  -0.79
C -2.6760 0.7513 0.0803  -0.83
C 1.8916 -1.8943 0.7764  -0.31
C -0.8261 -1.5445 -2.0279  -0.94
C 1.0553 -0.6774 1.1420  0.69
H -3.0300 1.8266 -0.1507  0.26
H 0.2366 3.3073 -0.7127  0.29
H -1.4214 1.5008 1.3714  0.27
H 1.2363 2.9665 -2.3341  0.19
H 0.6127 -3.0888 3.3626  0.44
H 1.8842 0.0395 1.5471  0.13
H -1.6644 -1.5455 -2.9813  0.24
H -3.4952 0.3455 0.7401  0.27
H 1.8660 1.6511 0.2679  0.28
H -2.7746 0.1273 -0.7962  0.28
H 2.7083 -1.6857 0.0387  0.37
H -1.3466 -1.9956 -1.2380  0.36
H 1.9455 3.7171 -0.8286  0.32
H -0.2789 -0.6964 2.9157  0.46
H -0.0287 0.1756 -2.4770  0.21
H 0.0352 -2.2168 -2.2133  0.33

=====

# 6
# C7H16NO

2 unconnected molecules or ions with the total composition C7H16NO at a distorted geometry (the ωB97M-V functional and the def2-TZVPD basis, OMol25).

Lowest unoccupied orbital energy (alpha / beta) = -4.4 / -4.5 eV
Charge = +1
Max |F| = 4.9 eV/A
Energy above the lowest of the compared OMol25 structures with the same formula, charge and spin = 84.97 kcal per mole
Highest occupied orbital energy (alpha / beta) = -11.86 / -11.75 eV

Last column: Mulliken charge in e.
Element x y z (Å)
O 1.6064 -0.5574 0.0124  -0.45
N -1.1759 -0.3130 -0.0286  0.05
C -1.2707 -1.5680 -0.8054  -0.93
C -0.0798 0.4818 -0.5521  0.09
C 0.2363 1.8144 0.0167  -1.33
C -0.9869 -0.6414 1.3974  -0.91
C 2.7502 -0.1518 -0.4368  0.05
C 3.8222 -0.1398 0.3762  -0.78
C -2.4271 0.4639 -0.2019  -0.87
H -1.4787 -1.3543 -1.8526  0.42
H -0.0258 -1.1386 1.5155  0.37
H 2.8539 0.0290 -1.5067  0.36
H 3.7107 -0.3860 1.4193  0.25
H -0.9955 0.2590 2.0040  0.41
H -2.4001 1.3675 0.4046  0.40
H -2.0711 -2.1916 -0.4120  0.39
H -0.4595 2.5806 -0.3341  0.40
H 0.2515 1.8130 1.1041  0.32
H 1.2283 2.1106 -0.3276  0.45
H -0.3247 -2.1024 -0.7344  0.34
H -2.5507 0.7436 -1.2480  0.39
H -1.7859 -1.3004 1.7308  0.42
H 0.0401 0.3826 -1.6240  0.49
H -3.2823 -0.1342 0.1059  0.39
H 4.8149 -0.0672 -0.0227  0.28